Record 1
This record from the Open Molecules 2025 dataset describes the molecule C5H8O3 at a distorted geometry. The level of theory is ωB97M-V/def2-TZVPD.

```
16
Properties=species:S:1:pos:R:3
C 0.8594 -0.9363 -2.1917
O -0.0524 -1.3029 -1.1955
C -0.2328 -0.3207 -0.2331
C -1.3325 0.4196 -0.2180
O -1.5879 1.3275 0.7578
C -0.7776 1.1285 1.9141
O 0.5726 1.0068 1.5892
C 0.7964 -0.1949 0.8748
H 1.8588 -0.7197 -1.7589
H 0.4811 -0.0628 -2.6936
H 0.9561 -1.7634 -2.8707
H -2.1309 0.3298 -0.9731
H -1.1121 0.2505 2.4861
H -0.8786 2.0348 2.5286
H 0.7587 -1.0869 1.5125
H 1.8216 -0.1100 0.4715
```

Results
* HOMO energy: -8.720 eV
* energy relative to the best compared isomer or geometry (same formula, charge and spin): 222.9 kJ/mol
* E_LUMO: 0.89 eV
* gap between HOMO and LUMO: 9.609 eV

---

Record 2
This record from the Open Molecules 2025 dataset describes a structure of composition C39H37F6N5O8RbS4 at a distorted geometry. The level of theory is ωB97M-V/def2-TZVPD.

```
100
Properties=species:S:1:pos:R:3
Rb -1.1532 -0.8485 0.6871
O 0.5861 -2.8997 1.6767
S 1.8790 -3.6318 1.7369
C 1.9615 -4.6201 0.1661
C 2.5756 -3.9424 -1.0441
C 2.5698 -4.8640 -2.2741
C 1.1819 -5.3652 -2.6670
S -0.1401 -4.1223 -3.0408
O -0.4729 -3.4016 -1.8099
C 1.0122 -3.0899 -3.9652
C 1.3480 -1.8518 -3.4274
C 2.2875 -1.0661 -4.0913
C 2.8958 -1.5007 -5.2665
C 2.4173 -2.6673 -5.8613
C 1.4834 -3.4797 -5.2106
C 3.2015 -2.4584 1.4060
C 4.5101 -2.8620 1.7362
C 5.5251 -1.9324 1.5108
C 5.2485 -0.6365 1.0615
C 3.9414 -0.2958 0.7700
C 2.9058 -1.2049 0.9317
H 0.9118 -4.8155 0.0188
H 2.4724 -5.5520 0.4440
H 3.5874 -3.6544 -0.8057
H 2.0136 -3.0211 -1.2450
H 3.1955 -5.7486 -2.0934
H 3.0307 -4.3416 -3.1001
H 0.7353 -5.9784 -1.8799
H 1.1909 -5.9642 -3.5839
H 0.8073 -1.4969 -2.5351
H 2.5488 -0.0849 -3.6871
H 3.6854 -0.9342 -5.7849
H 2.7419 -2.9573 -6.8740
H 1.1084 -4.3944 -5.6773
H 4.6676 -3.8464 2.1693
H 6.5452 -2.1863 1.7794
H 6.0473 0.0821 0.9759
H 3.6871 0.7047 0.4585
H 1.8742 -0.9249 0.7617
F -4.8453 2.8513 -3.0354
C -5.5500 2.1085 -2.2202
F -5.6603 2.7329 -1.0230
F -6.7581 1.9491 -2.7860
S -4.6503 0.5599 -1.8847
O -3.4768 0.8335 -1.0745
O -5.5963 -0.2871 -1.2123
N -4.3961 0.3364 -3.4164
S -3.7535 -0.9657 -4.0091
O -4.3693 -1.3812 -5.2204
O -3.4825 -1.9354 -2.9891
C -2.1571 -0.3433 -4.6127
F -1.4246 0.2169 -3.6554
F -2.3500 0.5420 -5.6038
F -1.5221 -1.3949 -5.1089
O -0.5595 2.3409 8.0546
N -1.3210 2.9421 7.3394
O -1.7905 4.0006 7.5650
C -1.7223 2.2944 6.0149
C -2.8608 2.7930 5.4691
C -3.3845 2.2664 4.2369
C -4.5881 2.7180 3.6419
C -5.0006 2.1401 2.4663
C -4.2055 1.1195 1.8967
N -3.0972 0.6668 2.4645
C -2.7231 1.2202 3.6443
C -1.4572 0.6887 4.2426
N -0.8340 -0.2858 3.5623
C 0.3119 -0.7175 4.0261
C 0.9041 -0.2051 5.2035
C 0.2429 0.7373 5.9269
C -0.9703 1.2218 5.4243
H -3.3685 3.6271 5.9913
H -5.1637 3.4741 4.1588
H -5.9442 2.4160 2.0272
H -4.4359 0.6694 0.9482
H 0.7872 -1.4878 3.4670
H 1.8641 -0.5923 5.4876
H 0.6509 1.1327 6.8557
C -0.2655 3.0372 2.0984
N -0.9451 3.8085 1.1077
C -0.3634 5.1361 1.0999
C -0.9597 3.1641 -0.2102
C 0.3942 2.6891 -0.7807
C 1.0132 3.6151 -1.6424
C 2.1757 3.3093 -2.3349
C 2.6838 2.0180 -2.2126
C 2.0145 1.1317 -1.3956
C 0.8514 1.3696 -0.6335
H -0.4571 3.4420 3.0961
H 0.8351 3.0498 1.9392
H -0.5690 1.9682 2.0290
H -0.5191 5.5981 2.0657
H -0.8325 5.7578 0.3347
H 0.7431 5.1421 0.9216
H -1.4032 3.8755 -0.9146
H -1.6192 2.2833 -0.1665
H 0.6679 4.6490 -1.8341
H 2.6424 4.0132 -3.0047
H 3.5678 1.6983 -2.7845
H 2.3878 0.0961 -1.4063
```

Results
* HOMO energy: -3.997 eV
* energy relative to the best compared isomer or geometry (same formula, charge and spin): 0.0 kJ/mol
* E_LUMO: 1.05 eV
* net charge: -1
* gap between HOMO and LUMO: 5.050 eV

---

Record 3
This record from the Open Molecules 2025 dataset describes a structure of composition C45H59AgNO6P4 at a distorted geometry. The level of theory is ωB97M-V/def2-TZVPD.

```
116
Properties=species:S:1:pos:R:3
Ag 0.1632 0.2342 0.3113
C 2.2075 -1.2938 -2.3379
N 1.8624 -2.6804 -2.1465
C 0.9378 -3.0390 -1.1030
P -0.6050 -1.9765 -0.9452
C -1.4250 -1.9848 -2.5702
C -0.9502 -2.6216 -3.7124
C -1.6705 -2.5425 -4.8979
C -2.8662 -1.8448 -4.9521
C -3.3454 -1.2063 -3.8151
C -2.6221 -1.2677 -2.6373
C -1.6174 -3.1423 0.0326
C -2.5100 -4.0461 -0.5398
C -3.2426 -4.9023 0.2689
C -3.0839 -4.8714 1.6471
C -2.1889 -3.9801 2.2218
C -1.4650 -3.1112 1.4200
C 2.4576 -3.6712 -2.9383
C 2.7248 -4.9389 -2.4157
C 3.2984 -5.9181 -3.2112
C 3.6335 -5.6502 -4.5302
C 3.3847 -4.3885 -5.0496
C 2.7952 -3.4073 -4.2684
P 2.4764 -0.2988 -0.7760
C 3.3786 1.1004 -1.5208
C 4.7581 1.0783 -1.7176
C 5.3860 2.1556 -2.3225
C 4.6451 3.2531 -2.7388
C 3.2719 3.2783 -2.5442
C 2.6378 2.2089 -1.9301
C 3.7568 -1.1876 0.1556
C 4.4963 -2.2680 -0.3165
C 5.4690 -2.8412 0.4919
C 5.7157 -2.3383 1.7599
C 4.9734 -1.2661 2.2389
C 3.9899 -0.7026 1.4449
H 1.4147 -0.7396 -2.8676
H 3.1212 -1.2186 -2.9259
H 1.3971 -2.9562 -0.1040
H 0.6063 -4.0665 -1.2418
H -0.0320 -3.1914 -3.6889
H -1.2918 -3.0344 -5.7850
H -3.4292 -1.8047 -5.8753
H -4.2798 -0.6602 -3.8525
H -2.9934 -0.7739 -1.7443
H -2.6305 -4.0837 -1.6146
H -3.9391 -5.5999 -0.1780
H -3.6587 -5.5417 2.2727
H -2.0607 -3.9650 3.2972
H -0.7694 -2.4019 1.8616
H 2.4980 -5.1544 -1.3786
H 3.5011 -6.8932 -2.7872
H 4.0854 -6.4159 -5.1460
H 3.6367 -4.1660 -6.0786
H 2.5871 -2.4338 -4.6960
H 5.3383 0.2228 -1.3950
H 6.4583 2.1412 -2.4700
H 5.1415 4.0916 -3.2095
H 2.6989 4.1392 -2.8644
H 1.5679 2.2276 -1.7516
H 4.3296 -2.6636 -1.3105
H 6.0381 -3.6856 0.1239
H 6.4867 -2.7812 2.3768
H 5.1560 -0.8801 3.2333
H 3.3865 0.1217 1.8112
C -1.4834 -1.4443 5.0820
C -2.3811 -0.5833 4.2140
C -3.7935 -0.4774 4.7568
O -1.8357 0.7671 4.1558
P -0.9419 1.1844 2.9121
O 0.0500 0.1320 2.5834
C -2.1400 1.5816 1.5980
P -1.6205 2.7401 0.2867
O -0.5705 2.2109 -0.6113
O -1.2351 4.0831 0.9910
C -1.9431 5.3522 0.8603
C -1.6710 6.1371 2.1275
C -1.4486 6.0780 -0.3773
O -2.9841 3.0650 -0.4581
C -3.3497 2.3636 -1.6827
C -4.8462 2.1306 -1.6321
C -2.9203 3.1940 -2.8778
O -0.3534 2.5805 3.3021
C 0.2129 2.8643 4.6218
C 1.3995 3.7789 4.4019
C -0.8486 3.5006 5.5032
H -1.9182 -2.4388 5.1834
H -1.3856 -0.9961 6.0712
H -0.4930 -1.5332 4.6353
H -2.4070 -0.9970 3.1995
H -3.7743 -0.1452 5.7950
H -4.2832 -1.4491 4.7030
H -4.3771 0.2373 4.1753
H -3.0291 2.0018 2.0723
H -2.4185 0.6405 1.1137
H -3.0090 5.1455 0.7649
H -0.6000 6.3212 2.2221
H -2.0141 5.5896 3.0043
H -2.1927 7.0921 2.0821
H -0.3789 6.2732 -0.2918
H -1.9746 7.0266 -0.4790
H -1.6244 5.4820 -1.2729
H -2.8168 1.4090 -1.7074
H -5.3627 3.0855 -1.5304
H -5.1166 1.4985 -0.7851
H -5.1771 1.6439 -2.5490
H -3.4268 4.1601 -2.8672
H -3.1660 2.6686 -3.8006
H -1.8421 3.3541 -2.8482
H 0.5469 1.9211 5.0613
H 1.0822 4.6754 3.8683
H 2.1791 3.2824 3.8249
H 1.8095 4.0692 5.3683
H -1.2209 4.4112 5.0331
H -0.4176 3.7603 6.4694
H -1.6802 2.8170 5.6600
```

Results
* HOMO energy: -9.689 eV
* E_LUMO: -1.58 eV
* net charge: +1
* gap between HOMO and LUMO: 8.106 eV

---

Record 4
This record from the Open Molecules 2025 dataset describes a cluster of 5 separate species, C12H21Cl8F3O2 in total at a distorted geometry. The level of theory is ωB97M-V/def2-TZVPD.

```
46
Properties=species:S:1:pos:R:3
C 3.1457 0.7127 0.5853
C 2.7285 2.0833 -0.0204
O 2.5223 1.8381 -1.3777
C 1.7595 2.6674 -2.2049
O 1.1064 3.6243 -1.8806
C 1.9394 2.2999 -3.7182
F 3.1424 2.7006 -4.1875
F 1.8701 0.9912 -3.8569
F 0.9877 2.7985 -4.4952
H 4.1216 0.3906 0.2221
H 2.5042 -0.0571 0.1561
H 3.2338 0.7808 1.6696
H 3.5459 2.7924 0.1102
H 1.8273 2.4445 0.4750
Cl 2.8076 1.9115 4.0513
C 2.1242 0.4866 4.8341
C 2.8340 0.1707 6.1632
Cl 2.7726 1.5516 7.3313
H 2.2495 -0.3317 4.1250
H 1.0747 0.7032 5.0331
H 3.8780 -0.1421 6.1412
H 2.4166 -0.7341 6.6049
Cl 0.4741 -0.8707 1.9912
C -0.4133 -0.0831 0.6721
C -1.1108 -1.0355 -0.2472
Cl 0.0757 -2.0802 -1.0073
H 0.1982 0.6806 0.1916
H -1.1171 0.4059 1.3456
H -1.5605 -0.5804 -1.1296
H -1.8294 -1.6962 0.2378
Cl -4.6886 -4.6041 -0.5655
C -3.4469 -5.8927 -0.7293
C -2.2730 -5.2352 -1.4244
Cl -2.6971 -4.9187 -3.1036
H -3.7197 -6.7287 -1.3733
H -3.3007 -6.1855 0.3105
H -1.3818 -5.8597 -1.4856
H -1.8776 -4.3628 -0.9041
Cl -1.3626 1.6840 -2.8182
C -2.8373 2.6113 -2.9828
C -3.7454 2.2246 -1.8230
Cl -3.1543 2.8524 -0.3091
H -3.4378 2.4416 -3.8764
H -2.5832 3.6711 -2.9653
H -4.0757 1.1868 -1.8676
H -4.7273 2.6921 -1.8972
```

Results
* HOMO energy: -10.684 eV
* energy relative to the best compared isomer or geometry (same formula, charge and spin): 0.0 kJ/mol
* E_LUMO: 0.40 eV
* gap between HOMO and LUMO: 11.087 eV

---

Record 5
This record from the Open Molecules 2025 dataset describes a structure of composition C21H35BO2P2Sn at a distorted geometry. The level of theory is ωB97M-V/def2-TZVPD.

```
62
Properties=species:S:1:pos:R:3
P 0.0721 -1.7996 -4.8966
P 0.4289 2.0126 -4.2389
C 0.2403 -0.3418 -5.9656
C 1.1243 0.8119 -5.4505
H -0.7687 -0.0245 -6.2762
H 0.7176 -0.7440 -6.8691
H 2.0601 0.4331 -5.0058
H 1.3956 1.4257 -6.3225
C -0.0560 3.3812 -5.3698
H -0.3329 4.2659 -4.7786
H -0.8980 3.1207 -6.0184
H 0.7985 3.6434 -6.0106
C 1.7123 2.8864 -3.3064
H 2.1936 3.6340 -3.9588
H 2.5091 2.1766 -2.9861
H 1.2598 3.3846 -2.4361
C -0.8002 -2.9858 -5.9730
H -0.9346 -3.9419 -5.4413
H -0.1849 -3.1441 -6.8727
H -1.7835 -2.5806 -6.2645
C 1.7746 -2.3614 -4.7396
H 2.4503 -1.4947 -4.6621
H 1.9796 -2.8968 -5.6845
H 1.8952 -3.0356 -3.8797
Sn 2.7918 0.5057 -1.2844
C -1.5238 1.4707 -3.8498
C -2.1804 0.9368 -4.9914
C -3.4526 0.2162 -4.8738
C -3.6201 -0.7706 -3.6620
C -2.6075 -1.8087 -3.4834
C -1.1554 -1.7458 -3.4283
C -0.4811 -0.5900 -2.5919
C -1.3257 0.6652 -2.5142
C 2.9829 -1.4037 -0.2432
H -2.0263 2.4066 -3.5504
H -2.0830 1.5158 -5.9157
H -3.6871 -0.3400 -5.8035
H -4.2532 0.9577 -4.7768
H -3.8574 -0.1859 -2.7513
H -4.5454 -1.3309 -3.8697
H -3.0296 -2.7979 -3.2641
H -0.8290 -2.7456 -3.0523
H 0.5249 -0.3323 -3.0026
H -0.2436 -0.9456 -1.5671
H -2.2644 0.3997 -2.0363
H -0.8401 1.3580 -1.8153
H 4.0821 -1.4941 -0.1226
H 2.5339 -2.2829 -0.7368
H 2.5328 -1.2689 0.7459
O 0.6989 0.5823 1.1116
B 1.8127 1.3864 0.6504
O 2.2286 2.2194 1.7238
C 1.4154 1.9213 2.7891
C 1.4338 2.3987 4.0807
C 0.4883 1.9170 5.0074
C -0.3953 0.9078 4.6432
C -0.3610 0.3833 3.3370
C 0.5062 0.9300 2.4162
H 2.1751 3.1407 4.3634
H 0.4515 2.3529 6.0069
H -1.1258 0.5418 5.3677
H -0.9948 -0.4528 3.0581
```

Results
* HOMO energy (alpha / beta): -5.543 / -4.578 eV
* energy relative to the best compared isomer or geometry (same formula, charge and spin): 413.4 kJ/mol
* E_LUMO (alpha / beta): 0.04 / -0.90 eV
* gap between HOMO and LUMO (alpha / beta): 5.580 / 3.680 eV

---

| no. | E (hartree) |
| --- | --- |
| 1 | -420.97115 |
| 2 | -4599.98148 |
| 3 | -3768.79650 |
| 4 | -4601.43683 |
| 5 | -1893.24512 |